i:
Here is one molecule with the formula C3H3FS2 from the OMol25 dataset. Energies are from wB97M-V/def2-TZVPD.

Each line ends with the Mulliken charge.
Element x y z (Å)
F  1.3203  -0.5464  1.2943  -0.241
C  -0.0148  -0.2616  1.1437  -0.384
C  -0.3903  -0.4475  -0.3277  0.392
S  -0.9916  -1.8141  -0.9722  -0.179
C  0.0495  0.6897  -1.2279  -0.292
S  1.1396  1.8213  -0.8952  -0.171
H  -0.5455  -0.9265  1.7979  0.285
H  -0.0659  0.7864  1.3723  0.280
H  -0.5014  0.6987  -2.1852  0.309

Output
SMILES   FCC(=S)C=S
Kohn-Sham gap   0.262 Ha


ii:
Here is one molecule with the formula C3H3FS2 from the OMol25 dataset. Energies are from wB97M-V/def2-TZVPD.

Each line ends with the Mulliken charge.
Element x y z (Å)
F  -1.4949  -0.8806  0.0074  -0.293
C  -0.1777  -0.5057  -0.1124  0.288
C  0.2356  -0.0588  1.2823  -0.311
S  1.7283  0.0433  1.8917  -0.174
C  -0.1530  0.6027  -1.1875  -0.272
S  1.1008  0.8848  -2.1573  -0.175
H  0.4740  -1.3294  -0.4500  0.300
H  -0.6253  0.0992  1.8618  0.333
H  -1.0877  1.1445  -1.1360  0.303

Output
SMILES   FC(C=S)C=S
Kohn-Sham gap   0.288 Ha


Last place for stability: ii


i:
Here is a 3-piece molecular cluster, C4H10FNO overall from the OMol25 dataset. Energies are from wB97M-V/def2-TZVPD.

Each line ends with the Mulliken charge.
Element x y z (Å)
H  0.3326  -0.0292  -1.0153  0.213
N  0.8022  -0.2892  -0.1444  -0.563
C  1.4546  0.6432  0.3829  0.100
C  1.6298  2.0442  -0.0984  -0.990
H  1.9641  0.3874  1.3080  0.356
H  1.3432  2.7422  0.6869  0.267
H  2.6813  2.2145  -0.3336  0.316
H  1.0273  2.2333  -0.9843  0.303
C  -2.4058  -1.1785  0.6597  -0.823
C  -2.5523  0.2134  0.1782  0.643
O  -2.2962  1.2442  0.6893  -0.457
F  -3.0820  0.2267  -1.0901  -0.255
H  -3.3936  -1.6350  0.7312  0.349
H  -1.8243  -1.7517  -0.0620  0.282
H  -1.9103  -1.1887  1.6256  0.261
H  3.4835  -2.8431  -1.2003  0.019
H  2.7459  -3.0338  -1.3335  -0.021

Output
SMILES   [H]/N=C\C.CC(=O)F.[H][H]
Kohn-Sham gap   0.403 Ha


ii:
Here is a 2-piece molecular cluster, C4H10FNO overall from the OMol25 dataset. Energies are from wB97M-V/def2-TZVPD.

Each line ends with the Mulliken charge.
Element x y z (Å)
C  -2.0743  0.5662  -0.3699  -0.520
C  -0.8230  1.2804  -0.7282  -0.915
C  0.6502  -1.3330  1.0019  -0.537
C  1.0896  -0.8093  -0.3612  0.552
N  2.3746  -0.1844  -0.3962  -0.608
O  0.4963  -0.2547  1.8959  -0.564
F  0.9720  -1.5901  -1.4401  -0.307
H  -2.0638  -0.5218  -0.5918  0.207
H  -2.9957  1.1705  -0.7160  0.291
H  -2.0406  0.5971  0.7123  0.263
H  -0.7104  1.3820  -1.7553  0.346
H  -0.4252  2.2328  -0.3962  0.330
H  -0.3276  -1.7581  1.0326  0.312
H  1.3557  -1.8357  1.5775  0.350
H  2.3313  0.5354  0.2861  0.293
H  2.4047  0.2411  -1.2984  0.270
H  -0.2137  0.2816  1.5471  0.235

Output
Kohn-Sham gap (spin up / spin down)   0.333 / 0.291 Ha


Last place for stability: ii